[1]
The following is a DFT calculation (ωB97M-V with the def2-TZVPD basis set) of a 2-piece molecular cluster, C2H8N3 overall.

Atoms and positions in Å:
C  1.7720  0.5304  -0.4875
C  -2.3608  0.3599  -0.1955
N  1.0209  -0.6366  -0.0541
N  -1.5977  -0.5139  0.3484
N  2.1475  -0.1750  0.7395
H  2.4229  0.4934  -1.3077
H  1.2027  1.5067  -0.3698
H  -3.4166  0.4309  -0.1905
H  -1.9967  1.3378  -0.7289
H  -2.1092  -1.3821  0.7995
H  1.4272  -1.5442  -0.4146
H  -0.5226  -0.6515  0.2910
H  2.0104  0.2443  1.5703

Forces on the atoms, in the same order (eV/Å):
C -1.26 0.96 2.41
C 2.33 2.43 -0.77
N 0.48 -1.69 0.20
N -3.36 -2.19 0.60
N 1.87 -1.20 -4.71
H 0.86 -0.29 -0.94
H 0.70 -1.37 -0.21
H -1.12 -1.05 0.51
H 0.24 -2.21 1.02
H 1.17 2.28 -1.01
H -0.87 1.42 -0.07
H 0.62 0.95 -0.39
H -1.67 1.96 3.34

The charge is +1. The value obtained for the HOMO-LUMO gap is 9.05 eV. The spin multiplicity is 1. For the LUMO energy, the calculation gives -0.1827 Ha. The highest occupied orbital energy comes out at -14.02 eV.



[2]
The following is a DFT calculation (ωB97M-V with the def2-TZVPD basis set) of one molecule with the formula C7H6O4.

Atoms and positions in Å:
C  -2.2879  -0.4402  -0.2232
C  -0.8167  -0.1950  -0.0924
C  -0.1307  -1.4804  0.1116
C  1.1582  -1.5470  0.0195
C  1.9001  -0.2734  0.0278
C  1.3126  1.0061  0.0501
C  -0.1515  0.9661  -0.0038
H  -3.9334  0.5141  0.2943
H  -0.8196  -2.2623  0.3145
H  1.7787  -2.4067  0.0093
H  3.5049  0.5585  -0.0024
H  1.8950  1.8708  0.1933
H  -0.1424  2.8741  -0.1458
O  -2.9956  0.6319  -0.0109
O  -2.6977  -1.6384  -0.1722
O  3.2233  -0.3001  -0.2674
O  -0.7974  2.1221  -0.1022

Forces on the atoms, in the same order (eV/Å):
C 0.48 -4.21 2.37
C -0.82 -3.38 0.23
C -3.40 2.38 -0.47
C 4.60 2.46 0.35
C -1.15 0.56 -1.76
C -2.63 -4.09 0.64
C 2.97 1.33 -0.34
H 1.19 -0.59 -0.76
H 0.00 -0.89 -0.32
H 0.21 -0.85 0.21
H 1.09 1.00 0.00
H 0.42 1.11 -0.14
H -1.09 -1.26 0.09
O -2.06 1.50 0.15
O -0.01 3.91 -0.87
O -0.10 -1.44 0.74
O 0.29 2.46 -0.12

The value obtained for the HOMO-LUMO gap is 9.12 eV. Its SMILES is O=C(O)c1ccc(O)cc1O. The spin multiplicity is 1. For the LUMO energy, the calculation gives 0.0177 Ha. The highest occupied orbital energy comes out at -8.63 eV.



[3]
The following is a DFT calculation (ωB97M-V with the def2-TZVPD basis set) of one molecule with the formula C4H7FS.

Atoms and positions in Å:
C  -1.2404  -1.5489  -0.2243
C  -0.3051  -0.3483  0.1425
C  -0.6696  0.5635  1.2715
C  -0.6737  1.0770  -0.2010
H  -1.0278  -2.2650  0.5172
H  -2.2909  -1.2714  0.0262
H  -1.3362  -1.8661  -1.2953
H  1.5348  0.1016  -1.4301
H  0.2267  0.9306  1.8445
H  -1.4477  0.3270  1.9127
H  -1.7349  1.1039  -0.5541
F  0.1878  2.0219  -0.6631
S  1.3574  -0.8573  -0.0616

Forces on the atoms, in the same order (eV/Å):
C -1.84 2.61 -0.34
C -0.66 -0.90 -1.35
C 3.69 1.38 -0.89
C -2.63 -1.48 1.73
H 0.50 -1.58 0.27
H 0.42 0.13 -0.09
H 0.97 0.11 1.07
H -0.09 -2.39 3.17
H -0.91 -0.46 -0.67
H -1.98 0.02 0.60
H 1.27 0.65 -0.38
F -0.35 -0.59 0.31
S 1.61 2.52 -3.43

The value obtained for the HOMO-LUMO gap is 9.45 eV. Its SMILES is C[C@]1(S)C[C@H]1F. The spin multiplicity is 1. For the LUMO energy, the calculation gives 0.0175 Ha. The highest occupied orbital energy comes out at -8.97 eV.



[4]
The following is a DFT calculation (ωB97M-V with the def2-TZVPD basis set) of C16H21N6O3ReSSbSe4 as an isolated structure.

Atoms and positions in Å:
Re  -1.2317  -0.4466  -0.7042
C  1.0586  -2.9302  -3.5063
C  0.1344  -2.3730  -2.4806
N  0.1581  -1.1449  -2.0802
N  0.9405  -0.2149  -2.7500
C  0.3507  0.9678  -2.9762
N  0.9213  1.8720  -3.7332
S  -1.1517  1.3430  -2.1595
C  -1.0043  -3.1201  -1.9041
C  -1.2077  -4.4660  -2.0930
C  -2.4031  -5.0438  -1.6622
C  -3.3626  -4.2455  -1.0719
C  -3.0866  -2.9001  -0.8859
N  -1.9365  -2.3338  -1.2754
H  1.0135  -2.3307  -4.4187
H  2.0880  -2.9255  -3.1388
H  0.8081  -3.9504  -3.7747
H  1.8622  -0.4690  -3.0846
H  1.7752  1.7066  -4.2504
H  0.4909  2.7823  -3.8349
H  -0.4541  -5.0756  -2.5694
H  -2.5751  -6.1025  -1.8039
H  -4.3110  -4.6488  -0.7483
H  -3.7983  -2.2448  -0.3997
Se  -3.7125  1.4600  4.1011
Sb  -5.9000  1.0006  3.0215
Se  -2.8452  0.7421  0.8259
Se  -2.3090  -0.0265  2.9568
Se  -5.1416  -0.0287  0.9099
C  0.0319  3.0173  3.9365
C  1.2089  3.3228  3.0199
C  1.4858  2.2383  1.9622
C  2.6795  2.7025  1.0745
C  3.1652  1.7115  0.0252
C  1.9238  0.9601  2.6710
O  2.6889  0.9293  3.5814
N  1.4004  -0.2724  2.1771
C  0.5288  -0.2962  1.1700
O  -0.0081  -1.3651  0.6918
N  0.0621  0.7744  0.5491
C  0.2754  2.0668  1.0492
O  -0.4493  2.9664  0.7088
H  -0.0432  3.7726  4.7166
H  0.1503  2.0520  4.4366
H  -0.9072  3.0241  3.3801
H  2.1197  3.4354  3.6075
H  1.0395  4.2604  2.4905
H  3.4942  2.9390  1.7604
H  2.3730  3.6384  0.6043
H  3.5161  0.7778  0.4686
H  4.0074  2.1410  -0.5153
H  2.3839  1.4794  -0.7026
H  1.7028  -1.1291  2.6277

Forces on the atoms, in the same order (eV/Å):
Re -0.06 0.88 -0.73
C -0.02 0.01 0.02
C 0.00 0.03 0.12
N -0.01 -0.21 -0.03
N -0.08 0.11 -0.03
C 0.14 -0.17 0.00
N -0.01 0.03 -0.01
S -0.09 -0.03 0.26
C 0.01 0.07 -0.06
C 0.04 -0.01 0.01
C -0.03 0.01 0.02
C 0.04 -0.03 -0.02
C 0.00 0.10 0.13
N 0.01 -0.29 -0.08
H 0.00 0.01 -0.01
H 0.00 0.00 0.00
H 0.00 0.00 0.00
H -0.05 0.00 -0.06
H -0.01 0.01 0.02
H 0.01 -0.01 -0.01
H -0.01 -0.01 -0.01
H 0.00 -0.01 0.00
H -0.01 0.00 0.01
H 0.05 -0.04 -0.04
Se 0.00 -0.02 -0.02
Sb 0.05 -0.01 -0.06
Se 0.05 -0.01 0.15
Se -0.03 -0.02 0.08
Se -0.11 -0.02 -0.01
C 0.03 -0.03 0.00
C -0.01 0.00 -0.01
C -0.08 0.02 0.02
C 0.01 0.04 0.03
C 0.03 0.04 0.01
C 0.00 0.00 -0.05
O 0.07 0.02 0.08
N -0.04 -0.02 -0.03
C 0.02 -0.05 0.04
O 0.08 -0.17 0.47
N 0.03 -0.09 -0.04
C 0.02 -0.02 -0.10
O 0.06 -0.07 0.00
H 0.00 0.02 0.00
H 0.01 -0.01 0.01
H -0.06 -0.02 -0.03
H 0.00 -0.01 -0.02
H 0.00 0.00 0.01
H -0.01 -0.01 0.00
H 0.00 0.00 0.01
H 0.01 -0.02 0.02
H 0.00 -0.01 -0.01
H -0.04 -0.02 -0.06
H 0.00 0.02 -0.01

The charge is +3. The value obtained for the HOMO-LUMO gap (spin up / spin down) is 5.58 / 5.59 eV. The spin multiplicity is 1. For the LUMO energy (spin up / spin down), the calculation gives -0.4065 / -0.4065 Ha. The highest occupied orbital energy (spin up / spin down) comes out at -16.64 / -16.65 eV.



ΔE to the lowest compared entry with this formula, charge and spin (computed, kJ/mol): 449.9; 135.0; 271.1; 37.8